Record 1
The following is a quantum chemistry calculation of a molecular structure, C30H37BBrN11O2S2Sc, from OMol25.

XYZ file:
```
85
C30H37BBrN11O2S2Sc, DFT ωB97M-V/def2-TZVPD
Sc -0.275 -0.011 -0.341
C -0.431 5.452 1.007
C -0.117 4.018 0.594
C 1.265 3.599 1.117
C -1.185 3.074 1.088
C -2.187 3.427 1.997
C -2.767 2.242 2.385
N -2.180 1.243 1.728
N -1.212 1.736 0.880
B -2.243 -0.239 2.196
N -2.797 -1.137 1.104
C -3.902 -1.881 1.157
C -4.074 -2.484 -0.072
C -3.005 -2.035 -0.855
N -2.228 -1.217 -0.123
C -2.779 -2.361 -2.306
C -3.068 -3.834 -2.597
C -3.624 -1.438 -3.194
N -0.810 -0.655 2.646
C -0.517 -0.940 3.919
C 0.837 -0.805 4.103
C 1.333 -0.390 2.861
N 0.335 -0.344 1.955
C 2.723 0.164 2.664
C 2.806 1.549 3.330
C 3.804 -0.738 3.269
H 0.322 6.126 0.592
H -1.410 5.775 0.641
H -0.414 5.567 2.096
H -0.089 4.001 -0.478
H 1.306 3.722 2.203
H 1.486 2.556 0.889
H 2.050 4.221 0.674
H -2.420 4.416 2.362
H -3.541 2.040 3.115
H -2.975 -0.314 3.149
H -4.491 -1.933 2.064
H -4.869 -3.153 -0.370
H -1.748 -2.172 -2.536
H -4.137 -4.055 -2.511
H -2.765 -4.079 -3.619
H -2.530 -4.494 -1.910
H -4.688 -1.565 -2.976
H -3.359 -0.390 -3.032
H -3.461 -1.670 -4.251
H -1.305 -1.176 4.624
H 1.391 -0.925 5.026
H 2.898 0.312 1.607
H 2.800 1.446 4.420
H 3.731 2.057 3.041
H 1.962 2.180 3.046
H 3.679 -0.798 4.354
H 3.778 -1.758 2.886
H 4.797 -0.319 3.077
Br -0.057 -3.859 1.082
C 0.451 -3.620 -0.729
C 0.947 -4.687 -1.453
C 1.327 -4.445 -2.763
C 1.153 -3.179 -3.310
C 0.603 -2.208 -2.512
N 0.289 -2.412 -1.221
C 0.193 -0.858 -3.048
O 0.642 -0.418 -4.077
O -0.703 -0.300 -2.263
H 1.032 -5.664 -1.000
H 1.731 -5.251 -3.363
H 1.393 -2.942 -4.338
N 2.738 -2.180 0.175
C 3.001 -1.013 -0.450
N 2.103 -0.089 -0.729
C 2.697 0.961 -1.443
C 4.017 0.851 -1.638
S 4.597 -0.617 -0.950
C 1.809 1.971 -2.012
C 2.110 2.869 -2.961
S 0.665 3.592 -3.548
C -0.259 2.619 -2.471
N 0.468 1.875 -1.677
N -1.615 2.697 -2.428
H 1.909 -2.232 0.751
H 3.514 -2.736 0.484
H 4.676 1.515 -2.181
H 3.066 3.082 -3.420
H -2.092 3.136 -3.194
H -2.102 1.929 -2.005
```

Computed properties:
Frontier orbital gap = 8.13 eV
Total charge = +1
LUMO energy = -2.56 eV

Here are the Mulliken charges for atoms 1 to 2, given in e: Sc -0.56; C -2.23

Record 2
The following is a quantum chemistry calculation of a molecular structure, H2NO3PS, from OMol25.

XYZ file:
```
8
H2NO3PS, DFT ωB97M-V/def2-TZVPD
N -1.219 -0.834 0.054
O 1.743 -1.206 -1.200
O 1.581 -0.317 1.321
O 1.125 1.295 -0.677
P 1.387 -0.123 -0.176
S -2.176 0.305 0.687
H -0.173 -0.452 0.265
H -2.268 1.332 -0.274
```

Computed properties:
Frontier orbital gap = 5.35 eV
Total charge = -2
Energy above the lowest of the compared OMol25 structures with the same formula, charge and spin = 56.1 kcal/mol
LUMO energy = 6.24 eV

Here are the Mulliken charges for atoms 1 to 2, given in e: N -0.70; O -0.72

Record 3
The following is a quantum chemistry calculation of a molecular structure, H3NO2S2, from OMol25.

XYZ file:
```
8
H3NO2S2, DFT ωB97M-V/def2-TZVPD
N 1.244 -0.081 -0.172
O -0.994 0.484 0.812
O 1.930 0.420 -1.214
S -3.009 -1.042 -0.198
S -2.364 0.707 0.194
H 1.887 0.152 0.592
H 1.218 -1.138 -0.226
H 0.088 0.498 0.212
```

Computed properties:
Frontier orbital gap (spin up / spin down) = 8.19 / 4.82 eV
Energy above the lowest of the compared OMol25 structures with the same formula, charge and spin = 65.5 kcal/mol
LUMO energy (spin up / spin down) = -0.98 / -2.73 eV

Here are the Mulliken charges for atoms 1 to 2, given in e: N -0.29; O -0.51

Record 4
The following is a quantum chemistry calculation of a molecular structure, C58H45BrFeN6PS3Sb, from OMol25.

XYZ file:
```
116
C58H45BrFeN6PS3Sb, DFT ωB97M-V/def2-TZVPD
Fe 3.882 -2.295 0.642
C -4.725 1.586 -0.440
N -3.572 0.785 -0.171
C -2.351 1.160 0.282
N -1.595 0.120 0.485
C -2.356 -0.999 0.153
C -3.566 -0.607 -0.363
C -4.694 -1.322 -0.970
C -4.626 -1.830 -2.224
C -5.684 -2.612 -2.739
C -6.857 -2.821 -1.986
C -6.901 -2.252 -0.700
C -5.915 -1.456 -0.328
C -1.952 -2.405 0.408
C -0.996 -2.620 1.432
C -0.304 -3.879 1.521
C -0.656 -4.874 0.628
C -1.767 -4.662 -0.208
C -2.345 -3.443 -0.369
P -1.639 2.830 0.357
C -0.829 2.556 1.952
N 0.441 2.698 2.167
C 0.643 2.413 3.494
C -0.575 2.049 4.049
N -1.543 2.209 3.059
C -2.919 1.669 3.082
C -0.857 1.366 5.309
C -1.953 1.724 6.050
C -2.391 1.102 7.170
C -1.681 -0.036 7.641
C -0.554 -0.380 6.960
C -0.160 0.219 5.733
C 1.952 2.415 4.124
C 2.023 2.817 5.505
C 3.206 2.848 6.130
C 4.410 2.505 5.525
C 4.315 2.045 4.255
C 3.130 1.933 3.549
C -0.306 2.705 -0.966
N 0.997 2.829 -0.689
C 1.661 2.609 -1.837
C 0.748 2.466 -2.887
N -0.518 2.506 -2.332
C -1.795 2.176 -3.000
C 0.946 2.114 -4.263
C 0.144 2.574 -5.339
C 0.251 1.971 -6.594
C 1.125 0.941 -6.820
C 1.990 0.490 -5.790
C 1.797 1.047 -4.541
C 3.157 2.608 -1.930
C 3.888 1.896 -0.965
C 5.273 1.824 -1.112
C 5.967 2.630 -1.968
C 5.199 3.380 -2.865
C 3.827 3.383 -2.870
H -5.139 1.360 -1.419
H -4.492 2.648 -0.463
H -5.552 1.374 0.199
H -3.707 -1.805 -2.746
H -5.521 -3.070 -3.754
H -7.602 -3.572 -2.262
H -7.820 -2.289 -0.133
H -6.118 -0.929 0.607
H -0.748 -1.737 2.028
H 0.615 -4.006 2.066
H 0.026 -5.704 0.471
H -1.895 -5.376 -1.038
H -3.229 -3.354 -1.133
H -3.313 1.675 4.084
H -2.944 0.668 2.686
H -3.587 2.304 2.592
H -2.516 2.651 5.776
H -3.439 1.362 7.530
H -1.997 -0.587 8.550
H -0.022 -1.255 7.365
H 0.628 -0.218 5.140
H 1.103 3.139 5.954
H 3.080 3.173 7.198
H 5.306 2.774 6.044
H 5.146 1.654 3.754
H 3.161 1.559 2.568
H -2.361 2.977 -3.609
H -2.428 1.773 -2.222
H -1.648 1.328 -3.622
H -0.444 3.492 -5.221
H -0.365 2.341 -7.430
H 1.134 0.471 -7.736
H 2.764 -0.281 -5.953
H 2.259 0.582 -3.633
H 3.367 1.353 -0.155
H 5.863 1.370 -0.350
H 7.045 2.728 -1.923
H 5.579 3.952 -3.663
H 3.274 3.949 -3.572
S 4.919 -3.538 4.438
Sb 5.235 -1.557 3.207
S 6.001 -2.200 0.812
S 2.949 -1.252 2.419
Br 3.507 -5.191 -0.827
C 2.649 -4.359 -2.358
C 2.392 -5.242 -3.362
C 1.618 -4.749 -4.431
C 0.965 -3.575 -4.367
C 1.238 -2.679 -3.303
C 0.425 -1.524 -3.139
C 0.525 -0.724 -2.006
C 1.478 -1.026 -1.043
C 2.405 -2.095 -1.114
C 2.125 -2.986 -2.243
H 2.838 -6.236 -3.382
H 1.426 -5.353 -5.294
H 0.303 -3.271 -5.120
H -0.281 -1.393 -3.922
H -0.162 0.067 -1.680
H 1.592 -0.301 -0.259
```

Computed properties:
Frontier orbital gap (spin up / spin down) = 6.43 / 5.35 eV
Total charge = -1
<S²> = 8.78
Multiplicity = 6
Energy above the lowest of the compared OMol25 structures with the same formula, charge and spin = 0.0 kcal/mol
LUMO energy (spin up / spin down) = 1.79 / 0.32 eV

Here are the Mulliken charges for atoms 1 to 2, given in e: Fe -0.11; C -1.25

| no. | energy (eV) |
| --- | --- |
| 1 | -165290.706 |
| 2 | -27788.347 |
| 3 | -27299.606 |
| 4 | -222579.414 |